1.
{
  "formula": "C31H36BrFeGeN4",
  "method": "ωB97M-V with the def2-TZVPD basis set",
  "symbols": ["Fe", "C", "C", "C", "C", "C", "C", "C", "N", "C", "N", "C", "C", "C", "C", "C", "C", "C", "N", "C", "C", "C", "C", "C", "C", "C", "H", "H", "H", "H", "H", "H", "H", "H", "H", "H", "H", "H", "H", "H", "H", "H", "H", "H", "H", "H", "H", "H", "Br", "C", "C", "C", "N", "C", "C", "H", "H", "H", "H", "C", "Ge", "C", "C", "C", "H", "H", "H", "H", "H", "H", "H", "H", "H", "H"],
  "xyz": [[-1.428, 0.082, 0.665], [0.832, 2.769, -2.913], [2.020, 1.848, -2.953], [2.479, 1.355, -4.171], [3.592, 0.535, -4.269], [4.286, 0.197, -3.116], [3.845, 0.666, -1.892], [2.717, 1.477, -1.800], [2.335, 1.976, -0.529], [0.990, 1.729, -0.065], [0.440, 2.868, 0.405], [-0.835, 3.090, 1.026], [-1.703, 2.014, 1.216], [-2.909, 2.390, 1.848], [-3.206, 3.683, 2.241], [-2.287, 4.706, 2.016], [-1.079, 4.423, 1.401], [-0.078, 5.521, 1.152], [0.413, 0.581, -0.107], [1.210, -0.572, -0.361], [2.183, -0.927, 0.569], [2.988, -2.040, 0.376], [2.813, -2.812, -0.761], [1.830, -2.464, -1.678], [1.008, -1.356, -1.504], [-0.060, -1.031, -2.497], [0.510, 3.000, -3.927], [1.084, 3.707, -2.413], [-0.020, 2.339, -2.381], [1.933, 1.627, -5.068], [3.910, 0.163, -5.234], [5.151, -0.451, -3.162], [4.349, 0.364, -0.981], [3.007, 1.723, 0.181], [1.013, 3.670, 0.212], [-3.649, 1.614, 2.031], [-4.151, 3.907, 2.723], [-2.505, 5.725, 2.317], [-0.458, 6.470, 1.530], [0.132, 5.656, 0.086], [0.879, 5.333, 1.650], [2.290, -0.329, 1.468], [3.735, -2.303, 1.116], [3.425, -3.690, -0.929], [1.678, -3.077, -2.559], [-0.059, -1.760, -3.310], [0.089, -0.040, -2.928], [-1.036, -1.041, -1.993], [1.433, -1.675, 6.425], [0.626, -1.150, 4.790], [0.722, 0.163, 4.372], [0.107, 0.502, 3.175], [-0.555, -0.379, 2.416], [-0.623, -1.650, 2.836], [-0.048, -2.080, 4.027], [1.242, 0.909, 4.954], [0.131, 1.520, 2.815], [-1.161, -2.314, 2.176], [-0.134, -3.114, 4.328], [-1.358, -4.253, -0.975], [-2.851, -3.167, -0.271], [-3.462, -4.184, 1.333], [-4.336, -3.420, -1.559], [-2.341, -1.378, 0.034], [-1.672, -5.287, -1.140], [-0.514, -4.253, -0.282], [-1.007, -3.840, -1.923], [-3.867, -5.160, 1.050], [-4.240, -3.619, 1.850], [-2.643, -4.353, 2.037], [-4.616, -4.471, -1.664], [-4.048, -3.034, -2.539], [-5.209, -2.858, -1.221], [-3.279, -0.772, 0.228]],
  "lowdin_charge": [0.3235, -0.0366, -0.2219, -0.0577, -0.0975, -0.0909, -0.0364, -0.2245, 0.1177, -0.3670, 0.1335, -0.2290, -0.1535, -0.1268, -0.1239, -0.0937, -0.2466, -0.0678, 0.0974, -0.2239, -0.0554, -0.1019, -0.1013, -0.0564, -0.2102, -0.0425, 0.0757, 0.0795, 0.0797, 0.1064, 0.0935, 0.0989, 0.1092, 0.1226, 0.1047, 0.0827, 0.0853, 0.0918, 0.0687, 0.0750, 0.0763, 0.1072, 0.0945, 0.0923, 0.1073, 0.0754, 0.0624, 0.0335, 0.7079, -0.6983, -0.1075, -0.1020, 0.0013, -0.0788, -0.0969, 0.0988, 0.1029, 0.0811, 0.1013, -0.2389, 0.6325, -0.2545, -0.2548, -0.4288, 0.0030, 0.0043, -0.0068, -0.0030, 0.0012, -0.0113, -0.0027, -0.0005, 0.0006, -0.0797],
  "charge": -1,
  "spin_multiplicity": 1,
  "homo_lumo_gap_ev": [5.01, 4.60],
  "e_tot_ha": -7336.46926
}



2.
{
  "formula": "C7H7NO2S",
  "method": "ωB97M-V with the def2-TZVPD basis set",
  "symbols": ["C", "C", "C", "C", "C", "C", "C", "N", "O", "O", "S", "H", "H", "H", "H", "H", "H", "H"],
  "xyz": [[1.347, -0.313, -1.727], [-0.981, -0.332, -0.722], [-0.401, -1.416, 0.243], [0.458, 0.682, 0.983], [0.092, 0.271, -1.633], [-0.363, 0.962, -0.316], [0.366, -0.764, 1.124], [2.433, -0.707, -1.608], [5.012, -0.987, 0.151], [4.079, -3.116, -0.163], [4.728, -2.024, -0.775], [-1.935, -0.554, -1.175], [-0.762, -2.399, -0.020], [1.518, 1.195, 0.833], [-0.014, 1.091, 1.766], [-0.154, 0.809, -2.471], [-0.897, 1.781, -0.519], [0.889, -1.394, 1.799]],
  "lowdin_charge": [-0.1710, -0.1581, -0.0081, -0.1120, -0.1753, -0.1205, -0.1073, 0.1646, -0.4485, -0.4412, 0.7852, 0.1307, 0.1083, 0.1736, 0.0682, 0.1129, 0.0956, 0.1028],
  "charge": 0,
  "spin_multiplicity": 1,
  "homo_lumo_gap_ev": 9.63,
  "e_tot_ha": -874.25660
}



3.
{
  "formula": "C3H10N3",
  "method": "ωB97M-V with the def2-TZVPD basis set",
  "symbols": ["C", "C", "N", "C", "N", "N", "H", "H", "H", "H", "H", "H", "H", "H", "H", "H"],
  "xyz": [[-1.428, 1.895, 0.348], [-0.963, 0.457, 0.549], [0.382, 0.299, 0.004], [0.908, -0.880, -0.303], [2.085, -0.940, -0.929], [0.284, -2.014, 0.014], [-1.282, 2.188, -0.688], [-0.941, 2.594, 1.033], [-2.486, 2.004, 0.563], [-0.952, 0.209, 1.607], [-1.679, -0.173, 0.023], [0.851, 1.142, -0.293], [2.492, -0.136, -1.381], [2.493, -1.823, -1.192], [0.814, -2.866, 0.102], [-0.578, -1.958, 0.544]],
  "lowdin_charge": [-0.0673, -0.2201, 0.0875, -0.4282, 0.2062, 0.2186, 0.0847, 0.0889, 0.0868, 0.1281, 0.1243, 0.1616, 0.1357, 0.1335, 0.1385, 0.1210],
  "charge": 1,
  "spin_multiplicity": 1,
  "homo_lumo_gap_ev": 11.90,
  "e_tot_ha": -284.37597
}



4.
{
  "formula": "C4H14NO",
  "method": "ωB97M-V with the def2-TZVPD basis set",
  "symbols": ["C", "C", "N", "C", "C", "H", "H", "H", "H", "H", "H", "H", "H", "H", "H", "H", "H", "H", "H", "O"],
  "xyz": [[2.540, 0.431, -0.781], [2.988, -0.135, 0.620], [-1.523, 0.073, 1.449], [-1.731, 0.764, 0.092], [-2.870, 0.039, -0.729], [3.160, 0.051, -1.650], [2.619, 1.561, -0.705], [1.495, -0.132, -0.909], [3.144, 0.710, 1.178], [2.138, -0.746, 1.090], [3.827, -0.828, 0.622], [-0.945, -0.809, 1.216], [-0.796, 0.768, -0.473], [-2.273, 1.707, 0.303], [-3.827, -0.040, -0.133], [-3.023, 0.806, -1.620], [-2.669, -0.934, -1.155], [-2.341, -0.013, 2.160], [-0.113, -2.052, -0.472], [0.203, -1.221, -0.105]],
  "lowdin_charge": [-0.1606, -0.1385, 0.2643, -0.1809, -0.0418, 0.0749, 0.0787, 0.0421, 0.0250, 0.0750, 0.0730, 0.1035, 0.1190, 0.1326, 0.1022, 0.1470, 0.0699, 0.1899, 0.0569, -0.0323],
  "charge": 1,
  "spin_multiplicity": 1,
  "homo_lumo_gap_ev": 3.56,
  "e_tot_ha": -290.20749
}



Short version: maximum force = 0.5 5.2 0.8 3.9 eV/A, in the order given.